ORCA calculation (wB97M-V/def2-TZVPD) on a 9-piece molecular cluster, C26H65F2N3O13S overall.

The geometry in XYZ format:
```
110
Properties=species:S:1:pos:R:3:mulliken_charge:R:1
H -0.985 -1.052 1.912 0.216
N -0.527 -0.118 1.802 -0.661
C -1.415 0.819 2.067 -0.038
C -0.939 2.365 1.972 -0.235
N -1.542 3.153 3.091 0.646
C -0.509 3.939 3.849 -0.580
C 0.319 4.998 2.949 -0.710
C -2.629 4.063 2.638 -1.419
C -4.110 3.379 2.722 -0.172
C -4.326 2.593 4.113 -0.603
S -3.650 3.433 5.624 1.025
O -2.402 2.676 6.062 -0.581
O -4.651 3.284 6.770 -0.697
O -4.120 2.394 1.646 -0.428
C -5.280 1.524 1.718 -0.616
N -5.181 4.377 2.387 0.457
C -5.260 5.487 3.350 0.529
O -6.018 5.331 4.344 -0.462
F -4.560 6.717 3.264 -0.199
C -5.125 4.831 0.989 0.462
O -4.392 5.747 0.554 -0.475
F -5.962 4.141 0.044 -0.209
H -2.485 0.543 2.364 0.361
H -1.069 2.820 0.931 0.264
H 0.203 2.328 2.163 0.089
H 0.267 3.262 4.376 0.473
H -1.038 4.520 4.701 0.229
H 0.076 4.938 1.820 0.120
H 1.446 4.751 3.032 0.241
H 0.215 6.092 3.304 0.323
H -2.469 4.340 1.527 0.346
H -2.550 5.032 3.241 0.432
H -5.450 2.408 4.322 0.463
H -3.806 1.573 4.039 0.437
H -3.408 4.780 5.350 0.135
H -6.206 1.989 2.200 0.377
H -5.082 0.503 2.205 0.252
H -5.577 1.292 0.622 0.159
C -3.907 -1.297 -1.118 -1.062
C -2.960 -1.848 -0.070 -0.139
O -3.618 -1.930 1.190 -0.489
H -4.265 -0.306 -0.828 0.118
H -3.413 -1.223 -2.090 0.351
H -4.788 -1.938 -1.219 0.370
H -2.093 -1.194 0.042 0.263
H -2.606 -2.846 -0.348 0.295
H -4.378 -2.517 1.084 0.289
C 1.111 -4.215 0.332 -0.881
C 1.237 -3.945 1.818 -0.233
O 0.013 -3.431 2.330 -0.486
H 0.847 -3.299 -0.204 0.279
H 2.046 -4.606 -0.074 0.216
H 0.313 -4.939 0.137 0.330
H 2.019 -3.206 2.006 0.297
H 1.489 -4.861 2.362 0.215
H -0.672 -4.093 2.168 0.271
C 2.920 2.765 -1.089 -1.011
C 3.428 3.253 0.254 -0.285
O 2.608 2.751 1.301 -0.424
H 1.888 3.087 -1.248 0.232
H 3.539 3.149 -1.903 0.350
H 2.923 1.672 -1.129 0.334
H 3.403 4.344 0.298 0.281
H 4.458 2.924 0.425 0.275
H 2.644 1.785 1.259 0.248
C 3.779 -8.862 0.116 -0.939
C 2.727 -7.776 0.018 -0.166
O 3.330 -6.547 -0.362 -0.514
H 4.545 -8.590 0.847 0.267
H 3.331 -9.814 0.412 0.374
H 4.287 -8.995 -0.843 0.164
H 2.237 -7.630 0.983 0.309
H 1.964 -8.036 -0.722 0.257
H 3.754 -6.684 -1.222 0.243
C 7.383 -7.025 -2.931 -1.125
C 6.341 -7.833 -2.183 -0.059
O 5.084 -7.741 -2.845 -0.567
H 7.081 -5.977 -2.996 0.269
H 8.353 -7.082 -2.431 0.305
H 7.493 -7.389 -3.956 0.300
H 6.218 -7.453 -1.167 0.285
H 6.631 -8.887 -2.124 0.288
H 5.200 -8.088 -3.740 0.289
C -2.093 8.423 -2.041 -1.002
C -1.142 7.891 -0.987 -0.187
O -1.800 7.806 0.271 -0.456
H -2.465 9.411 -1.757 0.249
H -1.597 8.498 -3.012 0.346
H -2.965 7.769 -2.140 0.294
H -0.284 8.557 -0.875 0.335
H -0.774 6.896 -1.258 0.200
H -2.553 7.209 0.166 0.261
C 11.905 -6.230 -5.493 -1.076
C 10.859 -7.037 -4.750 -0.164
O 9.604 -6.945 -5.414 -0.496
H 11.604 -5.182 -5.559 0.296
H 12.873 -6.289 -4.990 0.323
H 12.019 -6.595 -6.518 0.323
H 10.733 -6.656 -3.734 0.264
H 11.148 -8.092 -4.690 0.267
H 9.721 -7.292 -6.308 0.277
C -7.863 3.718 -2.786 -0.823
C -7.176 3.206 -4.037 -0.299
O -7.369 1.802 -4.163 -0.521
H -7.470 3.215 -1.899 0.152
H -7.718 4.796 -2.675 0.299
H -8.937 3.510 -2.821 0.371
H -6.102 3.396 -3.988 0.277
H -7.574 3.696 -4.930 0.258
H -8.321 1.642 -4.214 0.300
```

Calculated values
* structure (SMILES): [H]/N=C/CN(CC)C[C@](C[SH](=O)=O)(OC)N(C(=O)F)C(=O)F.CCO.CCO.CCO.CCO.CCO.CCO.CCO.CCO
* frontier orbital gap: 8.428 eV